ORCA calculation (ωB97M-V/def2-TZVPD) on C42H88In2N4O10 as an isolated structure in a non-equilibrium geometry.

The geometry in XYZ format:
```
146
Properties=species:S:1:pos:R:3:forces:R:3
In -12.5208 2.1004 -13.0048 0.21 1.35 -0.60
In -13.3542 4.6372 -16.8289 0.08 -1.27 0.50
O -13.9124 1.7092 -15.7333 -0.76 -0.62 -3.17
C -14.7006 1.0024 -16.6883 0.34 0.79 4.67
C -14.8929 1.4181 -18.2503 0.20 3.77 -2.97
O -14.8279 2.7831 -18.7414 0.37 -2.86 2.54
H -15.6711 0.9372 -16.1963 -0.88 0.90 -0.63
H -14.4940 -0.0675 -16.6595 1.21 -0.18 -0.94
H -15.9004 1.0941 -18.5109 -0.27 -0.25 0.63
H -14.1943 0.8460 -18.8608 0.54 -0.15 0.43
O -10.9027 3.8755 -15.2317 3.46 -1.32 0.58
C -9.4629 3.5136 -15.1229 -3.77 2.26 0.14
C -9.0053 2.0764 -14.8229 -1.38 -3.12 1.32
O -9.7779 1.2760 -13.9312 0.82 2.07 -1.61
H -9.0808 4.0213 -14.2373 -0.25 0.31 0.61
H -8.8731 3.9380 -15.9355 -0.08 -0.27 -0.55
H -7.9481 2.0824 -14.5579 0.21 0.61 0.71
H -8.9355 1.5966 -15.7991 -0.75 -0.38 -0.59
O -13.8918 4.8696 -13.8354 -1.26 0.16 2.45
C -15.0157 5.1180 -12.9753 1.38 -0.84 -3.84
C -15.0283 4.6319 -11.4141 1.44 -2.95 1.65
O -14.6747 3.2977 -11.1061 -0.26 2.62 -1.67
H -15.8143 4.6512 -13.5518 -0.66 -0.72 0.79
H -15.2918 6.1721 -13.0055 0.50 0.50 0.78
H -15.9895 4.8419 -10.9449 -0.79 -0.01 -0.92
H -14.3648 5.3169 -10.8864 0.70 0.24 -0.30
C -11.0345 2.1018 -18.4957 0.48 0.93 -0.39
C -10.9432 2.9134 -19.8779 -1.68 -1.48 -0.19
C -11.8576 2.1922 -20.8951 -1.08 -0.19 -1.41
C -12.1733 2.8863 -22.2600 1.70 2.01 1.30
C -12.6227 4.3661 -21.9888 0.07 -2.97 -0.48
C -11.7953 5.0967 -20.9504 0.17 1.24 0.92
N -11.5225 4.2517 -19.6914 -0.82 -0.05 -0.94
O -10.7894 4.9130 -18.6829 -0.35 0.57 -0.40
C -10.5257 5.7204 -21.5852 0.44 -0.29 -0.81
C -12.7145 6.3109 -20.6728 0.17 1.38 0.34
C -9.5331 2.7356 -20.4894 -0.62 0.92 0.74
H -10.9991 1.0161 -18.5848 0.18 0.01 -0.59
H -11.9114 2.2844 -17.8746 -0.35 0.35 -0.46
H -10.2110 2.3914 -17.8428 0.21 0.01 -0.05
H -11.3520 1.2777 -21.2052 -0.24 -0.41 0.52
H -12.8525 1.9915 -20.4976 0.17 -0.25 0.60
H -12.8610 2.3425 -22.9077 0.00 -0.04 0.29
H -11.2270 3.0343 -22.7804 0.15 -0.54 -0.45
H -13.6604 4.2447 -21.6782 -0.08 0.68 0.02
H -12.4877 4.8929 -22.9334 -0.65 0.27 0.15
H -10.6759 5.8162 -22.6606 -0.28 -0.08 -0.18
H -10.3033 6.7533 -21.3176 -0.01 -0.17 0.71
H -9.6166 5.1202 -21.5466 -0.02 0.06 0.49
H -12.4395 6.9517 -19.8351 0.01 -0.59 0.71
H -12.5971 7.0788 -21.4375 0.42 -0.32 -0.76
H -13.7963 6.1853 -20.7183 0.14 -0.75 0.61
H -8.7868 3.2830 -19.9136 0.37 -0.32 0.09
H -9.5130 3.1362 -21.5030 0.11 -0.42 -0.01
H -9.4030 1.6540 -20.4527 0.64 0.22 -0.14
H -9.8699 4.7836 -18.9266 0.60 0.26 0.10
C -15.3858 9.7235 -17.8675 -0.78 1.02 -0.40
C -15.1053 8.6001 -16.9398 0.91 0.20 1.04
C -15.5769 8.9225 -15.5109 -0.81 0.22 0.07
C -17.0716 8.8503 -15.4235 -0.89 -0.49 0.07
C -17.4742 7.3950 -15.7625 -0.36 1.51 1.22
C -17.0897 6.9165 -17.1246 2.23 0.23 0.01
N -15.6021 7.3135 -17.3829 -1.17 -1.52 2.99
O -15.0251 6.8171 -18.5557 -0.90 0.60 0.08
C -17.1991 5.4018 -17.1413 0.40 -0.28 -0.45
C -18.0478 7.4384 -18.1703 -0.65 -0.54 -0.94
C -13.5962 8.5832 -16.7746 0.40 -0.97 -0.68
H -16.4458 9.9236 -18.0243 -0.11 0.02 0.09
H -14.9514 9.5554 -18.8529 0.26 0.12 0.03
H -14.9403 10.5793 -17.3603 -0.03 0.42 -0.64
H -15.1564 8.2550 -14.7587 0.27 -0.31 -0.24
H -15.2381 9.9235 -15.2440 0.19 0.09 -0.16
H -17.5203 9.6297 -16.0393 -0.18 -0.21 -0.42
H -17.4804 9.0501 -14.4330 0.31 0.08 0.26
H -18.5477 7.2661 -15.6246 -0.20 0.00 -0.25
H -17.0455 6.8303 -14.9347 0.36 -0.51 -0.32
H -16.7837 5.0643 -18.0908 -0.58 -0.40 -0.21
H -16.6465 4.8262 -16.3987 0.29 0.58 0.39
H -18.2480 5.1587 -16.9717 0.00 -0.28 -0.45
H -17.7023 7.1476 -19.1623 0.22 0.22 -0.28
H -18.9517 6.8347 -18.0883 -0.24 0.14 0.13
H -18.3777 8.4769 -18.1994 0.51 0.10 0.37
H -13.3457 7.7977 -16.0616 0.36 -0.11 -0.20
H -13.1483 9.5105 -16.4173 -0.37 0.10 0.09
H -13.1791 8.4000 -17.7648 0.49 -0.30 0.12
H -15.6245 7.2173 -19.1899 0.26 -0.12 -1.22
C -9.4902 7.4472 -13.4206 -0.58 -0.67 -0.50
C -10.6156 8.1770 -14.2380 0.05 3.02 2.05
C -10.4021 9.6834 -14.0195 0.00 1.06 0.74
C -9.2626 10.3819 -14.7342 -0.17 -2.21 -0.68
C -9.3588 9.9878 -16.2310 0.75 0.67 0.49
C -9.5045 8.4867 -16.5523 -0.02 0.85 0.80
N -10.6235 7.9493 -15.6616 1.02 8.94 -0.38
O -10.8633 6.7614 -15.8984 -1.33 -8.49 -1.69
C -9.8527 8.4890 -18.0753 -1.18 -1.27 -0.08
C -8.1350 7.7354 -16.3634 0.48 -0.27 -0.36
C -12.0138 7.9187 -13.5540 0.40 -0.86 0.06
H -8.4929 7.4946 -13.8578 -0.14 0.20 -0.03
H -9.7726 6.3987 -13.3262 0.27 -0.21 -0.12
H -9.4188 7.7976 -12.3909 -0.22 0.31 -0.12
H -11.2367 10.3509 -14.2338 -0.86 -0.73 -0.50
H -10.3089 9.8728 -12.9501 0.26 -0.29 0.28
H -8.3311 9.9265 -14.3979 0.38 0.69 0.43
H -9.4296 11.4286 -14.4801 0.88 0.12 -0.49
H -8.4182 10.2029 -16.7380 -0.01 0.71 -0.09
H -10.1525 10.5810 -16.6851 -0.12 -0.26 -0.23
H -10.0323 7.4850 -18.4596 -0.05 -0.40 0.32
H -10.7786 9.0105 -18.3179 -0.14 0.22 0.48
H -9.1392 8.8702 -18.8058 0.69 0.39 0.79
H -7.7105 7.3849 -17.3041 -0.29 0.19 -0.39
H -7.3230 8.3343 -15.9511 -0.27 0.46 0.22
H -8.0815 6.8205 -15.7733 -0.74 -0.04 0.23
H -12.0810 8.0542 -12.4746 1.16 0.42 0.33
H -12.2725 6.8602 -13.5796 -0.53 -0.03 -0.83
H -12.8079 8.6070 -13.8433 0.07 -0.32 -0.91
H -10.1620 6.3306 -15.4043 0.05 -2.18 -0.17
C -9.7935 0.7681 -10.2137 0.99 -1.23 -0.75
C -9.5704 2.1772 -9.7418 1.98 0.07 0.65
C -8.1125 2.5950 -10.0390 1.03 1.14 -0.02
C -7.8371 4.1336 -10.0895 -0.43 -1.20 0.42
C -8.8855 4.7932 -10.9130 0.38 0.09 -1.37
C -10.3023 4.5424 -10.4885 0.14 1.44 -0.05
N -10.4748 3.0806 -10.4866 0.20 -0.35 -0.33
O -11.7891 2.7267 -10.1092 0.21 0.48 0.06
C -10.5854 5.3363 -9.2063 -0.95 -0.34 0.62
C -11.2564 5.2159 -11.5317 0.68 -0.81 0.13
C -9.7459 2.1482 -8.1777 -1.43 0.79 -0.74
H -9.5496 0.5682 -11.2571 -1.30 0.93 -0.84
H -8.9534 0.1169 -9.9721 0.09 -0.02 1.61
H -10.7256 0.3307 -9.8562 0.08 -0.01 -0.32
H -7.4178 2.2838 -9.2589 -0.33 -0.71 0.14
H -7.7189 2.1654 -10.9602 -0.40 -0.13 -0.24
H -7.8189 4.5078 -9.0659 0.07 0.22 0.07
H -6.8661 4.3127 -10.5514 0.12 -0.06 0.21
H -8.8141 4.3388 -11.9012 0.15 0.05 -0.43
H -8.6623 5.8516 -11.0472 -0.31 0.18 0.13
H -10.7221 6.3972 -9.4156 -0.08 -0.08 -0.32
H -9.9223 5.3389 -8.3412 0.30 -0.64 -0.20
H -11.5613 4.9492 -8.9134 -0.26 0.42 0.67
H -11.0056 6.2743 -11.6019 -0.15 -0.13 0.28
H -12.3144 5.0975 -11.2975 0.12 -0.07 0.07
H -11.0616 4.8127 -12.5254 -0.16 -0.26 -0.16
H -9.8514 3.1811 -7.8459 0.13 -0.02 0.41
H -10.6963 1.6436 -8.0035 -0.19 0.08 0.30
H -9.0382 1.6226 -7.5367 0.44 0.06 -0.68
H -11.7458 3.0592 -9.2097 -1.24 -0.24 0.61
```
Forces are in eV/Å.

Spin multiplicity: 1
Net charge: 0
Strongest force on any atom: 0.175 Eh/bohr
Lowest unoccupied orbital energy: -3.858 eV
Highest occupied orbital energy: -6.76 eV

Atomic partial charges in e from the Mulliken method, atoms 1 to 2:
1 In 1.3593
2 In 1.5298

---

ORCA calculation (ωB97M-V/def2-TZVPD) on C2H2CaLiO2 as an isolated structure in a non-equilibrium geometry.

The geometry in XYZ format:
```
8
Properties=species:S:1:pos:R:3:forces:R:3
H 3.1149 1.7057 0.4982 0.74 0.29 0.20
O -0.5188 1.1821 0.1251 1.66 3.30 0.41
C -1.1015 0.1183 -0.0411 -0.11 -4.54 -0.54
C -0.1192 -1.0930 -0.1972 -3.37 1.21 0.17
O 1.0745 -0.8983 -0.1817 2.15 0.62 0.06
Ca -3.4220 -0.0056 0.0506 0.48 0.04 -0.02
Li 1.5160 1.1000 0.0585 -1.63 -0.99 -0.25
H -0.5439 -2.1092 -0.3124 0.07 0.08 -0.03
```
Forces are in eV/Å.

Spin multiplicity: 1
Net charge: +1
Strongest force on any atom: 0.089 Eh/bohr
Lowest unoccupied orbital energy (alpha / beta): -4.926 / -5.012 eV
Highest occupied orbital energy (alpha / beta): -10.63 / -9.32 eV

Atomic partial charges in e from the natural (NBO) method, atoms 1 to 2:
1 H 0.0498
2 O -0.7946

---

ORCA calculation (ωB97M-V/def2-TZVPD) on a single C4H6O2 molecule.

The geometry in XYZ format:
```
12
Properties=species:S:1:pos:R:3:forces:R:3
C 1.6488 0.5787 -0.0395 -0.02 0.22 -0.23
O 1.6673 -0.2304 1.1294 -0.13 -0.05 0.25
C 0.7593 -0.5754 0.0969 -0.15 -0.14 -0.20
C -0.7352 -0.5948 0.2836 0.19 -0.10 0.11
C -1.6859 0.4254 -0.1734 -0.04 0.30 0.13
O -1.3806 -0.6950 -0.9832 -0.12 -0.16 -0.18
H 1.3083 1.5990 0.1268 -0.15 -0.18 -0.09
H 2.5040 0.4832 -0.7105 -0.07 0.01 0.24
H 1.0563 -1.4792 -0.4371 0.04 0.09 -0.02
H -1.0965 -1.3177 1.0192 0.13 0.12 -0.09
H -1.3409 1.3951 -0.5291 0.06 -0.19 -0.02
H -2.7049 0.4110 0.2170 0.25 0.08 0.09
```
Forces are in eV/Å.

Spin multiplicity: 1
Net charge: 0
Strongest force on any atom: 0.006 Eh/bohr
Lowest unoccupied orbital energy: 1.038 eV
Highest occupied orbital energy: -10.43 eV
SMILES: C1O[C@H]1[C@H]1CO1

Atomic partial charges in e from the natural (NBO) method, atoms 1 to 2:
1 C -0.1060
2 O -0.4817

---

ORCA calculation (ωB97M-V/def2-TZVPD) on a 6-piece molecular cluster, C28H28F40NO7 overall.

The geometry in XYZ format:
```
104
Properties=species:S:1:pos:R:3:forces:R:3
N 2.2161 -0.6251 -1.8205 0.34 -0.12 0.56
C 1.5703 0.6566 -1.3502 -0.25 0.31 -0.14
C 0.2941 1.0010 -2.1404 0.25 0.27 -0.45
O -0.8166 1.0059 -1.2450 0.30 -0.22 0.42
C -1.4819 -0.1656 -1.1170 -0.23 -0.40 -0.42
O -1.5808 -0.9804 -1.9909 0.37 -0.11 0.18
H 1.5245 -1.3343 -2.0819 0.02 0.13 -0.17
H 2.7760 -1.0238 -1.0563 -0.02 -0.04 -0.14
H 2.8703 -0.4785 -2.5983 -0.32 -0.06 -0.22
H 1.3167 0.5331 -0.2950 0.09 -0.01 -0.15
H 2.3164 1.4486 -1.4446 -0.02 -0.23 0.05
H 0.3781 2.0043 -2.5693 -0.16 -0.19 0.22
H 0.1406 0.3153 -2.9814 -0.11 0.04 0.19
H -1.9172 -0.2990 -0.1232 -0.06 0.50 -0.16
C 6.0948 -2.6921 1.1243 -0.05 -0.19 0.61
C 5.1930 -2.4229 -0.0819 0.29 0.19 -0.06
C 5.1762 -3.4178 -1.2502 -0.01 -0.05 0.16
F 6.3735 -3.6133 -1.8027 -0.01 0.12 -0.03
F 4.3574 -2.8556 -2.1963 -0.20 -0.08 -0.24
F 5.3770 -1.1679 -0.5561 -0.02 -0.04 0.00
F 3.8925 -2.4573 0.3850 -0.04 -0.02 0.01
O 7.3678 -2.0934 1.1491 -0.09 0.31 -0.57
C 8.4518 -2.6477 0.5074 0.04 -0.13 0.30
C 8.9482 -1.7934 -0.6731 0.09 0.07 0.00
F 7.9229 -1.4654 -1.4928 -0.02 -0.04 0.00
F 9.8442 -2.5116 -1.3739 -0.02 0.02 0.01
F 8.2048 -3.9159 0.1323 -0.02 0.04 -0.04
F 9.4620 -2.6699 1.3957 -0.03 -0.09 -0.01
H 5.5706 -2.2252 1.9584 0.00 -0.02 -0.01
H 6.1414 -3.7613 1.3388 -0.01 -0.03 -0.18
H 4.7534 -4.3758 -0.9412 -0.05 0.03 -0.01
H 9.4141 -0.8806 -0.2985 -0.01 0.00 0.00
C -4.1153 0.5061 -4.4596 -0.01 -0.62 0.11
C -3.1424 1.6712 -4.2489 -0.19 0.20 -0.33
C -3.3320 2.5747 -3.0247 0.10 -0.04 0.10
F -4.5514 3.1330 -2.9911 0.00 0.05 -0.05
F -2.4050 3.5617 -3.0801 0.01 -0.01 0.03
F -3.0463 2.4133 -5.3679 -0.02 -0.01 0.06
F -1.9153 1.0854 -4.0480 -0.10 0.07 0.09
O -5.2322 0.6933 -5.3021 0.15 0.60 -0.15
C -6.4018 1.2571 -4.8637 -0.03 -0.30 0.07
C -6.6896 2.6254 -5.5077 -0.05 0.02 -0.08
F -5.6241 3.4438 -5.4081 0.00 -0.01 0.04
F -7.7309 3.1899 -4.8616 0.02 0.00 -0.03
F -6.4547 1.3177 -3.5199 0.03 0.04 -0.03
F -7.4026 0.4459 -5.2715 -0.01 -0.02 0.09
H -3.5198 -0.2390 -4.9861 0.00 0.00 0.02
H -4.4022 0.0627 -3.5044 0.00 0.17 0.06
H -3.1725 2.0032 -2.1071 -0.04 -0.01 0.01
H -6.9411 2.4883 -6.5609 0.00 0.00 0.00
C 3.3047 -2.7679 -6.6332 0.03 -0.64 -0.04
C 4.3815 -1.6926 -6.4462 -0.41 0.30 -0.24
C 4.5341 -1.0742 -5.0535 0.62 -0.09 0.26
F 3.3666 -0.5361 -4.5782 -0.04 0.06 0.09
F 5.4418 -0.0846 -5.0979 -0.10 0.03 -0.04
F 4.2468 -0.7209 -7.3673 0.00 -0.06 0.07
F 5.5688 -2.3210 -6.6635 0.02 -0.03 0.08
O 2.0216 -2.3794 -7.0858 0.15 0.57 0.03
C 1.0625 -1.9028 -6.2471 -0.08 -0.29 -0.10
C 0.7308 -0.4196 -6.4874 -0.05 0.02 -0.09
F 1.8427 0.3368 -6.5196 0.02 -0.02 0.05
F -0.0425 0.0048 -5.4600 0.04 0.01 -0.02
F 1.3670 -2.1312 -4.9394 -0.02 0.02 0.00
F -0.0759 -2.5772 -6.5047 0.03 -0.02 0.10
H 3.6881 -3.3909 -7.4398 -0.01 0.02 -0.01
H 3.2352 -3.4038 -5.7492 0.04 0.12 0.08
H 4.8736 -1.8248 -4.3358 -0.05 -0.06 -0.08
H 0.1892 -0.3096 -7.4277 -0.01 0.00 0.01
C -4.6993 -0.2517 4.4207 -0.30 0.55 0.04
C -4.5705 -1.4373 5.3829 0.05 -0.23 -0.30
C -3.2996 -1.5300 6.2304 -0.03 0.01 0.27
F -2.1873 -1.5261 5.4623 -0.02 -0.02 -0.06
F -3.3262 -2.6852 6.9275 0.00 -0.02 -0.04
F -4.7862 -2.5945 4.7208 0.05 0.06 0.03
F -5.5809 -1.2810 6.2855 -0.01 0.05 0.02
O -4.2964 -0.4307 3.0669 0.19 -0.56 -0.01
C -3.0122 -0.3112 2.6545 -0.12 0.34 0.18
C -2.4068 -1.6429 2.1699 -0.05 -0.05 -0.08
F -2.5420 -2.6188 3.0704 0.08 0.03 0.05
F -1.0764 -1.4437 1.9346 -0.03 -0.01 -0.05
F -2.2272 0.3044 3.5502 0.00 -0.10 -0.02
F -3.0184 0.4881 1.5375 -0.05 0.00 0.10
H -5.7720 -0.0843 4.3423 0.01 -0.01 -0.02
H -4.2642 0.6510 4.8505 0.16 -0.11 0.04
H -3.2556 -0.6950 6.9286 0.01 0.01 -0.02
H -2.8888 -1.9459 1.2367 -0.02 0.00 0.02
C -3.1327 3.5245 8.3182 -0.36 0.37 0.33
C -2.8541 2.0350 8.0984 0.09 0.08 -0.25
C -1.6522 1.3949 8.8052 -0.04 -0.08 0.09
F -0.4992 2.0198 8.5133 0.00 0.01 -0.08
F -1.5574 0.1100 8.3829 0.03 0.01 0.03
F -2.8176 1.7542 6.7709 0.03 0.02 0.05
F -3.9365 1.3767 8.6130 -0.02 0.00 0.02
O -2.6266 4.4586 7.3852 0.26 -0.46 -0.38
C -1.3487 4.9462 7.4427 -0.16 0.17 0.18
C -0.4851 4.4973 6.2500 0.02 0.04 -0.10
F -0.5440 3.1617 6.0725 0.00 -0.01 0.05
F 0.7981 4.8413 6.4894 -0.02 0.00 -0.01
F -0.7557 4.6748 8.6172 -0.01 -0.04 -0.04
F -1.4366 6.2908 7.3320 0.03 0.01 0.09
H -4.2125 3.6103 8.2027 0.01 -0.01 0.01
H -2.8999 3.8137 9.3441 0.15 -0.11 -0.01
H -1.8056 1.4009 9.8867 0.00 0.01 0.00
H -0.8332 4.9947 5.3429 -0.01 0.00 0.01
```
Forces are in eV/Å.

Spin multiplicity: 1
Net charge: +1
Strongest force on any atom: 0.013 Eh/bohr
Lowest unoccupied orbital energy: -2.735 eV
Highest occupied orbital energy: -13.35 eV

Atomic partial charges in e from the Mulliken method, atoms 1 to 2:
1 N 0.1205
2 C -0.8057